Formula: C31H57F7N4O18P2S
Source: OMol25
Level of theory: ωB97M-V/def2-TZVPD

```
120
Properties=species:S:1:pos:R:3:mulliken_charge:R:1
C -2.12526 2.27683 4.36266 -1.694
C -2.73685 1.80481 3.04444 0.570
F -3.21195 2.94114 2.41109 -0.431
C -1.75229 1.15675 2.04571 -1.315
C -2.41071 0.60228 0.69903 2.621
C -3.85790 0.09027 0.86752 -1.926
C -5.01258 1.11593 1.01253 -0.648
C -6.36147 0.62089 0.41521 -1.094
C -7.54136 0.92268 1.36440 -0.558
O -8.64390 0.02353 1.11572 -0.358
C -9.76088 0.75534 0.79254 0.180
O -10.31776 0.53641 -0.19712 -0.414
P -2.27329 2.10568 -0.45982 -0.211
P -3.87488 2.19792 -1.90648 1.207
O -3.30312 2.58633 -3.20264 -0.763
O -4.77322 0.87095 -2.11936 -0.528
O -4.84739 3.40021 -1.44622 -0.527
C -1.57382 -0.63518 0.14221 0.887
N -2.06226 -1.89312 0.73376 -0.448
C -1.84513 -0.81256 -1.41178 -0.812
C -2.51984 -2.14596 -1.82325 -0.092
C -2.69416 -2.02965 -3.38891 -0.796
O -4.02039 -1.65178 -3.73942 -0.549
C -0.04783 -0.53263 0.48070 0.720
O 0.50626 0.73169 0.09236 -0.515
N 1.48828 1.26019 0.98156 0.626
O 1.50149 2.41595 0.92024 -0.385
C 0.84261 -1.59124 -0.26189 -0.357
O 0.44201 -2.50243 -0.86435 -0.447
C 2.42307 -1.53709 -0.12271 0.963
F 2.80087 -1.21894 1.11644 -0.225
F 2.86264 -2.77468 -0.28308 -0.324
C 3.18900 -0.64377 -1.15176 0.520
F 4.33978 -1.28396 -1.41398 -0.331
F 3.58933 0.51503 -0.65155 -0.248
C 2.53458 -0.39910 -2.54512 1.060
F 1.95802 -1.46178 -3.04848 -0.264
F 3.56994 -0.14150 -3.38502 -0.348
C 1.63747 0.85151 -2.66726 0.094
O 0.53136 0.75908 -3.00637 -0.427
O 2.16313 2.06916 -2.42830 -0.569
O 0.14278 -0.88897 1.83674 -0.589
S -0.69691 -0.01832 2.92210 1.743
O 0.29549 0.61910 3.75300 -0.751
O -1.53569 -0.80726 3.76783 -0.799
H -2.05611 1.39941 5.02107 0.345
H -2.75837 2.99742 4.88330 0.455
H -1.09993 2.63905 4.24700 0.352
H -3.53686 1.09949 3.28536 0.394
H -1.05619 1.96236 1.76143 0.597
H -3.93348 -0.57959 1.73376 0.488
H -4.09300 -0.55266 0.01166 0.077
H -4.77888 2.14768 0.72440 0.888
H -5.23101 1.19249 2.08888 0.437
H -6.59685 1.13505 -0.51719 0.240
H -6.28870 -0.46387 0.27606 0.421
H -7.24283 0.96740 2.42077 0.331
H -7.88343 1.93874 1.10624 0.386
H -10.13167 1.51285 1.50466 0.406
H -1.15164 1.92200 -1.30819 -0.038
H -4.39801 0.35489 -2.85930 0.409
H -5.02146 3.90696 -2.25713 0.357
H -2.26619 -1.79862 1.72708 0.351
H -1.35597 -2.62062 0.68239 0.444
H -0.92279 -0.77791 -1.99788 0.130
H -2.52605 -0.06104 -1.81066 -0.948
H -1.88925 -3.01827 -1.65407 0.205
H -3.53284 -2.23277 -1.42512 0.263
H -1.96454 -1.29731 -3.74734 0.414
H -2.40610 -3.00001 -3.82072 0.347
H -4.57688 -2.36507 -3.40207 0.370
H 1.43984 2.54774 -1.99209 0.466
C 3.51163 -1.62557 -6.26984 -0.479
O 3.31210 -0.36354 -6.88286 -0.344
C 4.34993 0.57397 -6.60570 -0.751
C 5.13317 0.89042 -7.86513 -0.222
N 5.93426 -0.25430 -8.28615 -0.329
C 6.53362 -0.10328 -9.61075 -0.697
C 5.58858 -0.02646 -10.80964 -0.477
O 4.87770 -1.22598 -11.06316 -0.422
C 3.66582 -1.37062 -10.34185 -0.527
H 2.61796 -2.22532 -6.44180 0.238
H 4.36671 -2.14907 -6.71034 0.323
H 3.65794 -1.52039 -5.19578 0.068
H 5.00654 0.22526 -5.80356 0.360
H 3.86169 1.49000 -6.25904 0.344
H 5.79455 1.74010 -7.67217 0.400
H 4.41224 1.18253 -8.63946 0.203
H 5.34935 -1.07969 -8.29265 0.081
H 7.18508 -0.96873 -9.75930 0.372
H 7.18006 0.77987 -9.60806 0.398
H 6.20844 0.13994 -11.69573 0.353
H 4.90499 0.82828 -10.75454 0.342
H 3.18448 -0.40956 -10.14580 0.276
H 3.83393 -1.90485 -9.40315 0.165
H 2.98961 -1.97810 -10.94522 0.299
C 2.91271 -1.71221 10.93643 -0.719
O 3.58414 -1.09225 9.85507 -0.350
C 3.53580 -1.84658 8.64625 -0.832
C 2.70232 -1.12989 7.60136 -0.179
N 1.28813 -1.14070 7.95987 -0.298
C 0.45939 -0.27500 7.12148 -0.488
C 0.70847 1.23356 7.19607 -0.066
O 0.37676 1.80647 8.45219 -0.465
C 1.40820 1.76382 9.42301 -0.571
H 3.10679 -1.12151 11.83108 0.241
H 1.83091 -1.73879 10.76938 0.308
H 3.28486 -2.72753 11.10116 0.343
H 3.17200 -2.86355 8.81876 0.418
H 4.56469 -1.92054 8.28140 0.390
H 2.83168 -1.62787 6.63608 0.355
H 3.08686 -0.10542 7.51577 0.194
H 1.19117 -0.84259 8.92167 0.133
H -0.57666 -0.45508 7.42267 0.354
H 0.54362 -0.58968 6.07832 0.146
H 0.03861 1.70508 6.47157 -0.027
H 1.72352 1.51260 6.89208 0.336
H 2.40201 1.82127 8.97255 0.273
H 1.32621 0.86373 10.03782 0.200
H 1.27935 2.62220 10.08439 0.292
```

## Properties
LUMO energy = -1.41 eV
SMILES string = C[C@@H](F)[C@@H]1[C@@](CCCCOC=O)(PP(=O)(O)O)[C@@](N)(CCCO)[C@](ON=O)(C(=O)C(F)(F)C(F)(F)C(F)(F)C(=O)O)OS1(=O)=O.COCCNCCOC.COCCNCCOC
E_HOMO = -8.55 eV
E_tot = -4568.47577 a.u.
Net charge = 0

---

Formula: C31H57N2O
Source: OMol25
Level of theory: ωB97M-V/def2-TZVPD

```
91
Properties=species:S:1:pos:R:3:mulliken_charge:R:1
C 6.16791 -0.72072 3.00200 -0.519
O 5.34794 0.45175 3.22816 -0.320
C 4.76357 0.95797 2.00721 -0.486
C 3.38357 1.74380 2.20378 -0.678
C 2.10223 0.83742 2.54414 -0.415
C 2.38081 -0.72859 2.74880 -0.094
C 2.78438 -1.08045 4.29593 -0.543
C 1.45671 -1.63608 5.06513 -0.425
C 1.04292 -3.11094 4.58547 -0.472
C -0.38318 -3.62183 5.11374 -0.906
C -1.61703 -2.65558 4.77013 -0.647
C -1.65787 -2.19103 3.21123 0.348
C -2.86563 -1.15665 2.90998 -0.286
C -3.97920 -1.52452 1.82240 -0.639
C -4.70211 -0.05930 1.80517 -0.549
C -3.49777 0.92992 2.22555 0.224
C -3.49339 2.50693 1.98676 -0.716
C -2.18206 3.07045 1.22548 -0.501
C -2.67975 4.22823 0.20350 -0.731
C -1.69721 4.24547 -1.07753 -0.434
C -2.60325 4.37994 -2.41535 -1.008
C -3.01436 2.95336 -3.04905 -0.314
C -1.68864 2.11597 -3.45508 -0.370
C -1.98389 0.87123 -4.43399 -0.626
C -0.80950 -0.21819 -4.20736 -0.199
C -0.89771 -1.48635 -5.19206 -0.786
C -0.34791 -1.19096 -6.68615 -0.420
C 1.15383 -0.62505 -6.73481 -0.767
N 2.15419 -1.43949 -5.99318 0.281
C 2.49283 -1.31747 -4.57182 -0.101
C 3.62242 -2.30457 -4.14352 -0.556
C 3.95355 -3.05851 -5.47440 -0.449
C 3.01584 -2.47981 -6.57552 -0.337
N -2.47207 0.30498 2.81402 0.149
H 7.24500 -0.61643 3.38647 0.274
H 5.68808 -1.58953 3.58206 0.165
H 6.24279 -1.04496 1.90453 0.270
H 5.51043 1.69087 1.52247 0.348
H 4.59114 0.13345 1.20911 0.285
H 3.57949 2.58758 2.95937 0.331
H 3.16090 2.26651 1.19360 0.283
H 1.22576 0.97480 1.79643 0.103
H 1.68220 1.22863 3.55449 0.173
H 1.35864 -1.25936 2.59733 -0.097
H 3.08599 -1.20576 1.98727 0.340
H 3.65606 -1.81693 4.32886 0.056
H 3.06135 -0.10453 4.85445 0.334
H 0.59202 -0.90213 4.91415 0.045
H 1.65798 -1.66820 6.20280 0.398
H 1.13442 -3.23807 3.44734 0.221
H 1.83419 -3.83005 5.03621 0.415
H -0.57712 -4.64219 4.60503 0.326
H -0.37683 -3.81024 6.24188 0.337
H -2.59349 -3.21172 5.02462 0.381
H -1.58873 -1.73323 5.46321 0.376
H -1.68550 -3.07751 2.48648 0.407
H -0.68443 -1.57679 3.06685 -0.486
H -3.43583 -1.15968 3.91523 0.228
H -4.63801 -2.38331 2.18000 0.302
H -3.37870 -1.76617 0.88078 0.346
H -4.87988 0.12453 0.69038 0.322
H -5.69532 0.06154 2.35439 0.344
H -3.48968 2.98990 3.04154 0.331
H -4.48892 2.83264 1.50245 0.400
H -1.43233 3.49301 1.99787 0.300
H -1.66852 2.19031 0.70812 0.388
H -3.73648 3.96876 -0.19622 0.336
H -2.69398 5.27401 0.69847 0.281
H -0.97961 5.13698 -0.95464 0.422
H -1.08018 3.28505 -1.05985 0.224
H -3.55248 4.99783 -2.18624 0.354
H -2.02541 4.95475 -3.21945 0.397
H -3.65914 3.02732 -3.98943 0.391
H -3.59007 2.31091 -2.28775 0.043
H -1.17883 1.68930 -2.51103 0.151
H -0.92909 2.84734 -3.92543 0.254
H -3.00498 0.43712 -4.12151 0.260
H -1.99314 1.17582 -5.54771 0.238
H -0.86728 -0.63636 -3.13089 0.273
H 0.20445 0.32985 -4.31184 0.084
H -0.34844 -2.37614 -4.72477 0.352
H -2.01768 -1.74402 -5.29428 0.364
H -0.52403 -2.08339 -7.40142 0.315
H -1.02461 -0.34051 -7.09560 0.260
H 1.16695 0.43915 -6.30134 0.285
H 1.50936 -0.59779 -7.83543 0.320
H 2.06103 -0.61618 -3.78342 0.232
H 4.11481 -2.42743 -3.12729 0.333
H 4.76327 -3.85448 -5.57748 0.305
H 3.01749 -2.80849 -7.66980 0.297
H -1.57527 0.68230 3.15980 0.275
```

## Properties
LUMO energy = -3.91 eV
E_HOMO = -9.22 eV
E_tot = -1399.55942 a.u.
Net charge = +1

---

Formula: C31H57N2O2P2PbS
Source: OMol25
Level of theory: ωB97M-V/def2-TZVPD

```
96
Properties=species:S:1:pos:R:3:mulliken_charge:R:1
C 1.19643 1.01627 -2.24523 -0.469
C -0.95789 1.98930 -1.89864 0.765
C 1.35538 1.75194 -3.41438 -0.702
C -0.73298 2.81339 -3.00534 -0.937
C 0.39023 2.68254 -3.77261 -1.052
H 2.25331 1.56494 -3.99497 0.635
H -1.54029 3.53720 -3.21108 0.576
H 0.55362 3.28253 -4.67184 0.482
N 0.07567 1.13956 -1.56520 1.197
P 2.58435 -0.05593 0.07488 0.008
P -2.59694 0.80548 0.15759 0.940
C 2.28418 0.00418 -1.75830 -0.923
H 1.95194 -0.99993 -2.06238 0.480
H 3.25424 0.18607 -2.26114 0.709
C -0.43996 -1.08033 2.99171 0.352
O -0.62041 -1.56547 4.00504 -0.137
C -2.17724 1.97476 -1.10603 -1.583
H -2.90348 2.79212 -1.33939 0.313
C -3.53917 -0.57769 -0.75696 1.831
C -3.59863 1.52290 1.61176 2.109
C 3.40684 -1.70808 0.60402 2.325
C 3.59629 1.49550 0.44519 1.931
C -3.50842 -1.87581 0.06614 -1.433
H -4.09648 -1.79639 0.98519 0.279
H -3.93821 -2.68270 -0.53889 0.615
H -2.48790 -2.16963 0.33765 0.038
C -4.98207 -0.12675 -1.01161 -1.786
H -5.57682 -0.05132 -0.09347 0.319
H -5.01426 0.83925 -1.52898 0.411
H -5.46954 -0.86392 -1.65646 0.520
C -2.85073 -0.81042 -2.10975 -1.486
H -3.30905 -1.66833 -2.62538 0.612
H -2.95436 0.06358 -2.75625 0.344
H -1.78652 -1.02611 -1.97628 0.030
C -4.18960 0.39180 2.46545 -1.866
H -3.40712 -0.30189 2.79448 0.288
H -4.63329 0.81126 3.37545 0.526
H -4.96271 -0.18238 1.95640 0.331
C -2.73613 2.35232 2.54365 -1.974
H -2.04002 1.72014 3.08994 0.471
H -2.15709 3.10812 2.02004 0.162
H -3.33745 2.84114 3.32673 0.651
C -4.62580 2.48115 1.04555 -1.840
H -5.32968 2.00407 0.36911 0.357
H -5.18203 2.93266 1.87267 0.490
H -4.12728 3.28897 0.49991 0.414
C 3.69354 1.62140 1.97497 -0.910
H 4.23098 2.54223 2.24143 0.563
H 2.69034 1.68215 2.42057 -0.299
H 4.18125 0.76227 2.45838 0.134
C 2.84440 2.69570 -0.15083 -1.352
H 2.96026 2.74849 -1.24400 0.338
H 1.77620 2.64028 0.06001 -0.139
H 3.21727 3.64836 0.26423 0.640
C 4.98173 1.43515 -0.18564 -1.570
H 5.41777 2.44507 -0.19767 0.512
H 5.65388 0.78508 0.37671 0.405
H 4.93563 1.07955 -1.22348 0.265
C 3.28550 -2.68902 -0.55444 -1.582
H 3.83069 -2.35658 -1.44622 0.334
H 3.68483 -3.67233 -0.26580 0.682
H 2.23074 -2.81870 -0.81079 -0.346
C 2.62951 -2.27551 1.80833 -1.545
H 1.59175 -2.52107 1.55788 0.019
H 3.11856 -3.20509 2.12911 0.632
H 2.62545 -1.58601 2.66175 0.313
C 4.88256 -1.56637 0.97057 -1.863
H 5.47023 -1.23903 0.10789 0.444
H 5.04284 -0.87353 1.80482 0.349
H 5.28096 -2.54089 1.28603 0.515
Pb -0.05048 0.19914 0.80272 1.545
N -0.04033 -1.97472 -0.44519 0.112
C -0.27151 -2.99507 -0.97006 -0.714
C -0.45128 -4.33339 -1.58594 1.681
C -1.40150 -4.16830 -2.75465 -1.402
C 0.91429 -4.78515 -2.06120 -1.629
C -1.00249 -5.25588 -0.51602 -1.579
H -2.36746 -3.81064 -2.38898 0.182
H -0.99520 -3.40918 -3.42932 0.363
H -1.56349 -5.08835 -3.32847 0.461
H 1.57199 -4.88405 -1.19424 0.380
H 0.93062 -5.73900 -2.60362 0.444
H 1.31530 -4.01789 -2.72529 0.368
H -1.15535 -6.28713 -0.85486 0.424
H -0.31123 -5.26968 0.33119 0.389
H -1.95624 -4.86137 -0.15610 0.338
C 1.40853 3.99802 3.27797 -1.271
S 0.70022 2.70693 2.22619 0.422
C -0.18008 4.00703 1.11325 -1.251
O -0.11752 1.65979 3.00116 -0.795
H 0.56302 4.58102 3.61860 0.551
H 2.04308 4.64872 2.65021 0.383
H 2.07179 3.60453 4.07484 0.387
H 0.58877 4.58673 0.57209 0.455
H -0.83699 3.56407 0.33778 0.271
H -0.75623 4.73215 1.68607 0.630
```

## Properties
LUMO energy (alpha / beta) = -10.62 / -10.24 eV
E_HOMO (alpha / beta) = -16.64 / -15.89 eV
E_tot = -2748.11659 a.u.
Net charge = +3

---

Formula: C31H58BrFNO10PS2
Source: OMol25
Level of theory: ωB97M-V/def2-TZVPD

```
105
Properties=species:S:1:pos:R:3:mulliken_charge:R:1
C -1.90193 -5.43396 -2.14978 -0.116
C -2.42831 -4.34763 -2.03340 -1.303
C -2.77254 -2.95468 -1.66306 -0.056
C -1.64228 -1.91579 -1.86590 -1.118
Br -0.62486 -2.49057 -3.51586 -0.102
O -0.65815 -1.85943 -0.88756 -0.024
C -0.63736 -2.86449 0.11783 -0.635
C 0.53001 -2.50023 1.07038 -0.355
C 0.04771 -2.03850 2.46972 -0.561
P 1.49957 -1.39336 3.41775 1.037
O 1.65012 -2.14513 4.66976 -0.887
O 2.79719 -1.71342 2.50821 -0.358
C 3.56414 -0.53192 2.15230 0.250
C 4.43032 -0.91029 0.92320 -0.993
O 1.34362 0.19955 3.63731 -0.330
C 0.44328 0.54808 4.69999 -0.589
C -0.98706 0.86516 4.24965 -0.486
C -2.15266 -0.43289 -2.00597 2.001
C -3.41330 -0.25517 -2.89741 -2.027
C -3.42301 -0.84518 -4.32814 -1.327
C -2.39653 -0.27938 -5.31969 0.070
C -2.20235 -1.17716 -6.57711 -0.936
C -0.72241 -1.14041 -6.99948 -0.110
C -0.32064 -2.30270 -7.93059 -1.367
C -2.69362 -0.10488 -0.52489 -1.468
C -1.89337 0.93147 0.24766 -1.385
O -0.59784 0.46475 0.66240 0.547
C 0.34930 1.42861 0.72911 -0.480
O 1.49450 1.14414 0.49342 -0.511
N -1.02143 0.44743 -2.25512 0.628
C -1.24363 1.70706 -2.92525 -0.564
C -0.14494 2.69810 -2.46479 -0.756
F 1.10122 2.10714 -2.49822 -0.171
H -1.46589 -6.32726 -2.53108 0.442
H -3.63686 -2.74483 -2.30180 0.636
H -3.18919 -2.95405 -0.65226 0.522
H -1.54854 -2.86738 0.72940 0.332
H -0.41948 -3.86235 -0.27582 0.165
H 1.26348 -3.30215 1.16847 0.897
H 1.06801 -1.66119 0.61428 -0.143
H -0.30122 -2.90127 3.04703 0.522
H -0.75369 -1.29976 2.42850 -0.009
H 2.94664 0.30857 1.83863 0.059
H 4.25054 -0.28830 2.96815 0.460
H 4.34651 -1.97418 0.68550 0.274
H 4.03478 -0.38832 0.04607 -0.019
H 5.46885 -0.59548 1.02400 0.373
H 0.84200 1.47073 5.13810 0.265
H 0.41268 -0.17952 5.51628 0.433
H -1.56136 -0.05076 4.07908 0.269
H -1.44901 1.45156 5.06944 0.316
H -1.01748 1.50949 3.36604 -0.075
H -3.76221 0.78116 -2.95873 0.709
H -4.21548 -0.77904 -2.35994 0.663
H -3.35325 -1.93638 -4.26206 0.288
H -4.42106 -0.64737 -4.74916 0.548
H -2.71992 0.71094 -5.66245 0.506
H -1.41749 -0.21607 -4.84513 -0.172
H -2.47399 -2.22060 -6.36941 0.365
H -2.83751 -0.83578 -7.40248 0.401
H -0.51831 -0.19404 -7.51914 0.330
H -0.05518 -1.19145 -6.13293 0.119
H 0.57911 -2.05476 -8.50631 0.392
H -1.09339 -2.57110 -8.65853 0.321
H -0.07510 -3.18613 -7.32981 0.286
H -2.76124 -0.99805 0.10426 0.183
H -3.71670 0.28780 -0.58721 0.557
H -2.46132 1.14227 1.17277 0.622
H -1.82123 1.90351 -0.24961 0.524
H 0.08759 2.46851 0.99626 0.445
H -0.15524 -0.01337 -2.48874 0.376
H -2.17817 2.18511 -2.61616 0.249
H -1.16251 1.69788 -4.02082 0.361
H -0.37523 3.18617 -1.51309 0.237
H -0.12878 3.49934 -3.21968 0.463
C 4.11544 2.60402 -3.71952 -0.605
C 4.47685 1.33769 -4.50556 -0.592
C 5.85312 0.86907 -4.01547 -0.715
S 5.99887 1.43598 -2.31680 1.095
O 7.05661 2.41200 -2.24472 -0.696
O 5.94886 0.30379 -1.42817 -0.597
C 4.42744 2.29065 -2.26073 -0.253
H 3.06958 2.87890 -3.85246 0.148
H 4.73130 3.43941 -4.06215 0.384
H 3.73230 0.56316 -4.30789 0.243
H 4.48395 1.51755 -5.58031 0.402
H 5.94581 -0.21414 -4.03813 0.386
H 6.66029 1.32209 -4.58861 0.340
H 4.51508 3.17683 -1.63643 0.483
H 3.69134 1.60540 -1.83857 -0.033
C -1.80246 0.71064 9.64404 -0.760
C -2.98894 1.68275 9.64811 -0.647
C -2.47229 3.04057 9.15661 -0.663
S -1.08085 2.68572 8.07812 1.205
O 0.11608 3.20612 8.68369 -0.676
O -1.44271 2.98999 6.71164 -0.691
C -1.10579 0.91084 8.30239 -0.561
H -2.12421 -0.32152 9.77581 0.347
H -1.11925 0.95810 10.45967 0.334
H -3.76200 1.31527 8.96950 0.303
H -3.43688 1.76903 10.63735 0.330
H -3.22838 3.58450 8.59544 0.343
H -2.10812 3.65364 9.97906 0.362
H -0.08889 0.52435 8.28049 0.473
H -1.68902 0.48117 7.48719 0.299
```

## Properties
LUMO energy = 0.28 eV
SMILES string = C#CC[C@](Br)(OCCCP(=O)(OCC)OCC)[C@@](CCCCCC)(CCOC=O)NCCF.O=S1(=O)CCCC1.O=S1(=O)CCCC1
E_HOMO = -8.95 eV
E_tot = -5834.68826 a.u.
Net charge = 0

---

| no. | maximum force (eV Å⁻¹) |
| --- | --- |
| 1 | 3.85 |
| 2 | 6.07 |
| 3 | 3.84 |
| 4 | 2.46 |